The following is a DFT calculation (ωB97M-V/def2-TZVPD) of a molecular structure, C34H45BIrN8S3.

* total charge: +3
* frontier orbital gap: 0.191 Ha
* 2S+1: 1
* highest occupied orbital energy: -16.4 eV

Last column: Mulliken charge in e.
CARTESIAN COORDINATES (ANGSTROEM)
Ir -0.90 0.44 0.36  0.6516
C 2.06 -3.90 0.75  -1.9589
C 1.12 -3.51 -0.35  0.2976
C 0.71 -4.34 -1.35  -0.2650
C -0.19 -3.91 -2.37  0.0982
N -0.64 -2.68 -2.38  -0.7282
N -0.22 -1.86 -1.41  0.7040
B -0.46 -0.36 -1.60  0.0098
N 0.86 0.25 -2.19  0.5542
N 1.58 -0.50 -3.00  -0.1311
C 2.68 0.03 -3.51  -0.4685
C 3.03 1.37 -3.24  -0.1651
C 2.28 2.14 -2.38  0.3510
C 2.62 3.55 -2.01  -1.8825
C 1.17 1.48 -1.83  0.5937
S 0.13 2.12 -0.57  -0.4278
C 3.52 -0.91 -4.36  2.1700
C 2.69 -1.34 -5.58  -1.2080
C 4.81 -0.24 -4.83  -2.3022
C 3.86 -2.14 -3.51  -1.4667
N -1.66 -0.06 -2.52  0.4582
N -1.40 -0.07 -3.83  -0.3073
C -2.41 0.07 -4.66  0.0312
C -3.73 0.19 -4.18  -0.4061
C -4.00 0.21 -2.84  0.1720
C -5.38 0.37 -2.27  -1.8973
C -2.87 0.09 -2.01  0.9387
S -3.01 0.16 -0.26  -0.4445
C -2.12 0.10 -6.15  2.1208
C -2.53 1.48 -6.68  -1.7412
C -2.95 -0.99 -6.84  -1.4179
C -0.64 -0.14 -6.42  -1.8165
C 0.59 -2.20 -0.41  0.7182
S 0.94 -0.97 0.77  -0.4438
C -0.62 -4.84 -3.48  2.0891
C 0.64 -5.20 -4.28  -1.4556
C -1.23 -6.11 -2.87  -1.7913
C -1.64 -4.17 -4.40  -1.6929
H 2.33 -4.95 0.66  0.4404
H 1.60 -3.74 1.72  0.4088
H 2.97 -3.31 0.71  0.4099
H 1.07 -5.36 -1.37  0.4909
H 3.91 1.79 -3.70  0.6682
H 3.47 3.90 -2.59  0.3927
H 2.88 3.62 -0.95  0.4320
H 1.78 4.22 -2.20  0.4083
H 2.43 -0.48 -6.21  0.3622
H 1.77 -1.83 -5.27  -0.1001
H 3.27 -2.03 -6.18  0.5319
H 4.62 0.62 -5.48  0.4697
H 5.39 -0.96 -5.41  0.3972
H 5.44 0.08 -4.00  0.5129
H 2.96 -2.67 -3.20  0.1394
H 4.44 -1.87 -2.62  0.3926
H 4.47 -2.83 -4.10  0.4756
H -4.55 0.30 -4.89  0.4976
H -6.12 0.42 -3.06  0.4180
H -5.45 1.29 -1.68  0.4412
H -5.63 -0.46 -1.61  0.4119
H -3.59 1.69 -6.53  0.3711
H -2.34 1.53 -7.76  0.4686
H -1.96 2.28 -6.21  0.3791
H -4.03 -0.83 -6.73  0.3952
H -2.71 -1.98 -6.46  0.1382
H -2.73 -0.98 -7.91  0.4918
H -0.01 0.62 -5.96  0.3244
H -0.47 -0.11 -7.50  0.5261
H -0.32 -1.11 -6.05  0.1013
H 1.40 -5.69 -3.67  0.3957
H 1.08 -4.31 -4.74  0.1451
H 0.37 -5.90 -5.08  0.4988
H -0.51 -6.68 -2.28  0.3484
H -1.57 -6.77 -3.67  0.4804
H -2.09 -5.88 -2.24  0.3994
H -1.22 -3.27 -4.86  0.0436
H -2.54 -3.89 -3.85  0.3429
H -1.91 -4.87 -5.19  0.5469
N -2.51 -1.69 3.69  0.0268
C -2.48 -1.40 2.39  -0.4962
N -1.61 -0.44 2.12  -0.1051
C -1.01 -0.09 3.35  1.0024
C -0.04 0.86 3.65  -0.3599
C 0.32 0.97 4.98  -0.9329
C -0.26 0.17 5.98  -0.5557
C -1.23 -0.76 5.68  -1.0226
C -1.59 -0.88 4.34  0.4454
H -3.11 -2.38 4.12  0.2480
H -3.10 -1.91 1.66  0.5483
H 0.39 1.51 2.90  0.3477
H 1.07 1.70 5.26  0.4372
H 0.05 0.30 7.00  0.4305
H -1.69 -1.37 6.45  0.4480

---

The following is a DFT calculation (ωB97M-V/def2-TZVPD) of a molecular structure, C34H45FGe2IrN2 at a distorted geometry.

* frontier orbital gap (spin up / spin down): 0.259 / 0.252 Ha
* 2S+1: 2
* highest occupied orbital energy (spin up / spin down): -7.6 / -7.8 eV

Last column: Mulliken spin population.
CARTESIAN COORDINATES (ANGSTROEM)
Ir -0.30 1.39 -0.11  0.1739
C 4.63 3.03 -1.10  0.0013
C 4.26 2.82 0.38  0.0012
C 4.63 4.06 1.18  0.0000
C 5.00 1.60 0.94  -0.0017
N 2.81 2.62 0.58  0.0060
N 2.22 1.58 -0.19  0.0061
H 5.66 3.39 -1.18  0.0000
H 3.98 3.78 -1.56  -0.0001
H 4.56 2.11 -1.67  0.0001
H 5.71 4.20 1.19  0.0001
H 4.28 3.96 2.21  0.0001
H 4.17 4.96 0.74  -0.0001
H 6.07 1.81 1.00  0.0001
H 4.86 0.72 0.32  0.0004
H 4.63 1.38 1.94  -0.0006
H 2.32 3.48 0.36  0.0020
H 2.54 0.69 0.17  -0.0276
H 2.47 1.62 -1.17  0.0050
F -5.02 5.52 -1.66  -0.0001
C -3.82 4.90 -1.64  -0.0023
C -2.86 5.34 -0.76  0.0019
C -1.64 4.68 -0.73  -0.0007
C -1.36 3.62 -1.60  -0.0329
C -0.06 2.92 -1.56  0.0467
C -2.37 3.22 -2.49  -0.0007
C -3.60 3.85 -2.51  0.0016
H -3.07 6.17 -0.10  0.0002
H -0.88 5.00 -0.02  0.0000
H 0.74 3.52 -1.13  -0.0016
H 0.23 2.47 -2.51  0.0005
H -2.16 2.41 -3.17  0.0002
H -4.38 3.54 -3.18  0.0001
C -2.41 -0.29 3.03  0.0284
Ge -2.87 1.25 1.89  -0.0361
C -1.95 2.87 2.55  0.0064
C -4.81 1.55 2.02  0.0065
C -2.35 0.86 0.03  0.0268
H -2.95 -0.24 3.98  0.0004
H -1.34 -0.34 3.24  -0.0051
H -2.70 -1.21 2.52  -0.0046
H -2.14 3.03 3.61  0.0008
H -2.30 3.75 2.01  -0.0002
H -0.87 2.79 2.40  -0.0035
H -5.11 1.82 3.03  0.0001
H -5.34 0.64 1.74  -0.0001
H -5.13 2.34 1.34  -0.0006
H -2.93 1.47 -0.67  0.0104
H -2.50 -0.20 -0.18  -0.0071
C 0.38 -0.48 0.18  0.6964
Ge 0.16 -2.33 -0.27  0.0950
C 0.99 -3.29 1.23  0.0139
C 0.49 -3.11 2.52  0.0214
C 1.07 -3.73 3.61  0.0075
C 2.18 -4.54 3.43  -0.0004
C 2.72 -4.71 2.16  0.0011
C 2.12 -4.09 1.07  -0.0133
C -1.70 -2.97 -0.40  0.0379
C -2.50 -2.58 -1.48  -0.0089
C -3.78 -3.10 -1.64  -0.0009
C -4.27 -4.02 -0.72  0.0007
C -3.49 -4.42 0.35  0.0003
C -2.21 -3.90 0.51  -0.0122
C 0.99 -2.97 -1.92  -0.0118
C 1.62 -2.15 -2.85  0.0181
C 2.22 -2.69 -3.98  0.0093
C 2.20 -4.06 -4.19  0.0001
C 1.56 -4.89 -3.28  0.0006
C 0.95 -4.35 -2.16  0.0019
H 0.91 -0.39 1.14  -0.0403
H -0.38 -2.47 2.67  -0.0124
H 0.66 -3.58 4.60  0.0002
H 2.65 -5.02 4.28  0.0001
H 3.60 -5.33 2.02  0.0000
H 2.54 -4.23 0.08  0.0002
H -2.12 -1.87 -2.20  0.0022
H -4.39 -2.80 -2.48  -0.0002
H -5.27 -4.43 -0.84  0.0000
H -3.87 -5.14 1.07  -0.0002
H -1.60 -4.22 1.34  0.0008
H 1.64 -1.08 -2.69  -0.0093
H 2.71 -2.05 -4.70  0.0004
H 2.67 -4.49 -5.07  -0.0001
H 1.53 -5.96 -3.45  0.0001
H 0.44 -5.00 -1.45  0.0003

---

The following is a DFT calculation (ωB97M-V/def2-TZVPD) of 3 unconnected molecules or ions with the total composition C34H45NO8 at a distorted geometry.

* frontier orbital gap: 0.226 Ha
* 2S+1: 1
* highest occupied orbital energy: -7.8 eV

Last column: Mulliken charge in e.
CARTESIAN COORDINATES (ANGSTROEM)
C 6.47 3.38 2.02  -0.8083
C 5.45 2.69 0.97  0.6160
O 5.79 2.60 -0.24  -0.4932
O 4.18 2.21 1.42  -0.3563
C 4.31 0.95 2.14  -0.4512
C 4.62 -0.32 1.21  -0.7931
C 3.84 -0.33 -0.19  0.1292
C 2.79 -1.56 -0.26  -0.8199
C 1.52 -1.37 0.71  -0.5845
C 1.32 -2.53 1.79  -0.5175
C 0.80 -3.93 1.21  -0.7583
C -0.39 -4.60 2.10  -0.7676
C -1.85 -4.20 1.56  -0.5772
C -2.93 -3.91 2.72  -0.5345
C -3.41 -2.37 2.68  -0.6843
C -5.02 -2.22 2.51  -0.6376
C -5.32 -0.63 2.59  -0.7969
C -6.69 -0.21 1.80  -0.2800
C -6.31 0.76 0.58  -0.4131
N -7.12 2.02 0.50  0.1913
C -8.22 2.52 1.30  -0.1464
C -8.53 3.90 0.68  -0.5264
C -7.57 4.14 -0.55  -0.5726
C -6.69 2.87 -0.60  -0.4124
O 4.83 -0.62 -1.26  -0.2777
C 4.46 0.17 -2.41  0.3099
O 4.06 -0.34 -3.49  -0.5044
H 6.62 2.70 2.92  0.2759
H 7.45 3.69 1.51  0.2901
H 5.96 4.36 2.35  0.2782
H 3.40 0.81 2.84  0.3224
H 5.21 1.07 2.86  0.2440
H 4.27 -1.25 1.80  0.2703
H 5.74 -0.36 0.98  0.3216
H 3.35 0.69 -0.44  0.5305
H 2.49 -1.63 -1.37  0.2893
H 3.42 -2.50 -0.01  0.2943
H 0.59 -1.22 0.04  0.3685
H 1.66 -0.36 1.26  0.2885
H 0.58 -2.19 2.60  0.3487
H 2.34 -2.69 2.30  0.1764
H 0.46 -3.90 0.11  0.3729
H 1.69 -4.66 1.26  0.3477
H -0.26 -5.75 1.98  0.3287
H -0.23 -4.39 3.22  0.3979
H -2.19 -5.08 0.88  0.3164
H -1.69 -3.29 0.86  0.2638
H -3.82 -4.64 2.53  0.3512
H -2.51 -4.19 3.76  0.3661
H -3.12 -1.87 3.69  0.2412
H -2.84 -1.76 1.88  0.3183
H -5.39 -2.59 1.50  0.3764
H -5.57 -2.70 3.40  0.2164
H -4.40 -0.07 2.20  0.3375
H -5.44 -0.35 3.70  0.3097
H -7.23 -1.16 1.49  0.3896
H -7.35 0.29 2.60  0.1402
H -6.42 0.19 -0.42  0.2353
H -5.21 1.10 0.60  0.2046
H -8.68 1.95 2.17  0.2996
H -9.33 4.60 1.08  0.3004
H -7.55 5.05 -1.22  0.3209
H -5.87 2.66 -1.36  0.4592
H 4.53 1.32 -2.24  0.3085
C -3.17 5.47 0.01  -0.3106
C -2.87 6.76 -0.19  -0.3803
C -2.79 7.31 -1.56  0.3609
O -2.52 8.48 -1.75  -0.5502
C -3.05 6.39 -2.69  -0.3851
C -3.35 5.11 -2.48  -0.3321
C -3.43 4.55 -1.11  0.4863
O -3.70 3.38 -0.92  -0.5596
H -3.23 5.05 1.01  0.4272
H -2.68 7.44 0.62  0.3999
H -2.99 6.82 -3.68  0.4054
H -3.54 4.42 -3.29  0.4295
C 6.59 -2.79 -3.93  -0.2636
C 7.00 -2.14 -5.02  -0.2351
C 7.80 -2.81 -6.07  0.2752
O 8.18 -2.22 -7.06  -0.5477
C 8.12 -4.24 -5.86  -0.4008
C 7.71 -4.89 -4.77  -0.3678
C 6.91 -4.22 -3.73  0.2873
O 6.53 -4.81 -2.74  -0.5567
H 6.01 -2.31 -3.16  0.5405
H 6.77 -1.09 -5.19  0.4314
H 8.71 -4.72 -6.63  0.4033
H 7.94 -5.94 -4.60  0.4084

---

The following is a DFT calculation (ωB97M-V/def2-TZVPD) of a molecular structure, C34H46Cl4Ge2O2ReSb2 at a distorted geometry.

* total charge: +2
* frontier orbital gap (spin up / spin down): 0.176 / 0.166 Ha
* 2S+1: 2
* highest occupied orbital energy (spin up / spin down): -12.9 / -12.9 eV

Last column: Mulliken spin population.
CARTESIAN COORDINATES (ANGSTROEM)
Re 0.41 -0.10 -0.18  0.4760
C 3.10 2.09 1.62  0.0131
Sb 2.26 0.11 1.67  -0.0284
C 1.79 -0.32 3.71  -0.0064
C 3.95 -1.24 1.14  -0.0059
C 4.96 -0.45 0.42  -0.0051
C 5.95 0.20 1.16  0.0022
C 6.94 0.94 0.55  -0.0019
C 6.94 1.06 -0.83  -0.0021
C 5.96 0.44 -1.58  0.0036
C 4.96 -0.32 -0.98  -0.0087
C 3.96 -1.01 -1.84  -0.0030
Sb 2.14 0.16 -2.13  -0.0480
C 3.06 2.01 -2.72  0.0316
C 1.60 -0.46 -4.11  -0.0087
H 4.00 2.08 2.24  0.0000
H 2.37 2.79 2.03  0.0053
H 3.36 2.38 0.60  -0.0052
H 2.72 -0.22 4.26  -0.0001
H 1.42 -1.34 3.81  0.0001
H 1.06 0.38 4.09  0.0011
H 3.56 -2.10 0.59  -0.0023
H 4.30 -1.57 2.12  -0.0012
H 5.95 0.08 2.24  0.0001
H 7.70 1.42 1.14  0.0002
H 7.72 1.63 -1.32  -0.0001
H 5.99 0.51 -2.66  0.0004
H 3.69 -1.99 -1.46  -0.0002
H 4.35 -1.13 -2.85  -0.0012
H 3.94 1.72 -3.30  0.0000
H 3.39 2.62 -1.88  0.0024
H 2.38 2.58 -3.35  -0.0026
H 2.42 -0.21 -4.78  -0.0002
H 0.70 0.07 -4.43  -0.0014
H 1.41 -1.53 -4.15  0.0004
Cl -3.34 -1.42 5.27  0.0284
C -2.39 -0.58 4.13  0.0875
C -2.32 0.83 4.18  0.0733
Cl -3.20 1.67 5.37  0.0227
C -1.52 1.53 3.28  -0.0225
Cl -1.37 3.24 3.36  0.0008
C -0.83 0.84 2.27  0.1513
O -0.02 1.39 1.43  0.1639
C -0.92 -0.60 2.21  0.1689
O -0.18 -1.16 1.32  0.0249
C -1.67 -1.29 3.17  -0.0465
Cl -1.72 -3.01 3.13  -0.0026
C -3.35 3.27 -1.09  -0.0008
C -2.51 2.27 -0.32  -0.0001
Ge -0.94 1.57 -1.39  -0.1232
C 0.02 3.31 -1.85  0.0135
C -0.13 3.66 -3.32  -0.0021
C -1.77 0.69 -2.94  -0.0078
C -1.69 -0.64 -3.18  0.0120
Ge -0.80 -1.74 -1.70  0.0875
C 0.58 -3.22 -2.03  0.0042
C 0.40 -4.25 -3.14  -0.0009
C -2.24 -2.45 -0.48  -0.0406
C -3.07 -3.59 -1.05  -0.0037
C -2.31 -1.30 -4.30  0.0147
C -2.39 -2.70 -4.31  -0.0039
C -3.05 -3.38 -5.30  -0.0022
C -3.65 -2.68 -6.34  -0.0004
C -3.56 -1.29 -6.37  0.0004
C -2.89 -0.60 -5.38  -0.0031
H -4.16 3.62 -0.46  -0.0015
H -3.79 2.81 -1.98  0.0003
H -2.77 4.13 -1.39  0.0001
H -3.12 1.43 0.01  -0.0028
H -2.09 2.75 0.57  -0.0044
H 1.06 3.24 -1.56  0.0071
H -0.45 4.08 -1.24  0.0034
H 0.27 2.87 -3.96  -0.0003
H 0.39 4.59 -3.53  0.0013
H -1.18 3.79 -3.56  0.0004
H -2.43 1.30 -3.54  -0.0007
H 0.60 -3.74 -1.06  0.0018
H 1.55 -2.73 -2.16  0.0022
H -0.48 -4.86 -2.96  0.0004
H 1.26 -4.91 -3.17  0.0011
H 0.31 -3.77 -4.11  -0.0002
H -2.89 -1.62 -0.19  -0.0057
H -1.73 -2.80 0.42  0.0026
H -3.63 -3.26 -1.92  -0.0002
H -3.78 -3.93 -0.30  -0.0035
H -2.44 -4.43 -1.33  -0.0001
H -1.92 -3.23 -3.49  0.0011
H -3.10 -4.46 -5.28  -0.0003
H -4.18 -3.20 -7.12  0.0001
H -4.03 -0.74 -7.17  0.0000
H -2.83 0.47 -5.43  -0.0001

---

no.,molar mass (g/mol)
1,865.02
2,838.18
3,595.73
4,1203.50